{"formula": "C33H42BF17IO22S", "method": "ωB97M-V/def2-TZVPD", "species": ["C", "C", "C", "C", "C", "C", "O", "B", "F", "I", "C", "C", "C", "C", "C", "F", "F", "C", "F", "F", "S", "F", "F", "F", "F", "F", "H", "H", "H", "H", "H", "H", "H", "H", "H", "H", "H", "H", "H", "H", "H", "H", "H", "H", "H", "H", "H", "C", "C", "O", "C", "O", "O", "F", "H", "H", "H", "C", "C", "O", "C", "O", "O", "F", "H", "H", "H", "C", "C", "O", "C", "O", "O", "F", "H", "H", "H", "C", "C", "O", "C", "O", "O", "F", "H", "H", "H", "C", "C", "O", "C", "O", "O", "F", "H", "H", "H", "C", "C", "O", "C", "O", "O", "F", "H", "H", "H", "C", "C", "O", "C", "O", "O", "F", "H", "H", "H"], "xyz": [[-1.497, -6.961, -1.092], [-0.098, -7.481, -1.432], [0.013, -8.927, -0.886], [0.206, -7.351, -2.930], [1.683, -7.741, -3.119], [0.132, -5.867, -3.315], [-1.187, -5.526, -3.630], [-1.354, -4.221, -4.222], [-2.705, -3.829, -3.942], [-1.248, -4.287, -6.500], [-0.386, -3.052, -3.646], [-1.001, -1.649, -3.751], [0.099, -0.591, -3.434], [-0.204, 0.319, -2.239], [-0.202, -0.296, -0.851], [-0.738, -1.483, -0.787], [-1.072, 0.488, -0.109], [1.101, -0.199, -0.008], [0.834, -0.623, 1.195], [1.396, 1.082, 0.115], [2.648, -1.072, -0.627], [2.649, -2.037, 0.633], [3.530, -0.056, 0.238], [2.753, -0.119, -1.851], [1.843, -2.138, -1.402], [3.981, -1.751, -1.091], [-2.208, -7.449, -1.754], [-1.569, -5.905, -1.342], [-1.760, -7.087, -0.049], [0.602, -6.831, -0.900], [0.482, -8.872, 0.091], [0.483, -9.634, -1.562], [-1.002, -9.286, -0.727], [-0.456, -7.963, -3.534], [1.895, -7.736, -4.188], [2.334, -6.983, -2.682], [1.935, -8.697, -2.674], [0.839, -5.629, -4.118], [0.501, -5.335, -2.425], [0.589, -3.078, -4.138], [-0.221, -3.214, -2.579], [-1.818, -1.571, -3.044], [-1.387, -1.488, -4.751], [0.109, 0.069, -4.302], [1.082, -1.034, -3.421], [-1.171, 0.784, -2.389], [0.527, 1.127, -2.241], [-5.660, -4.866, 1.235], [-4.699, -5.541, 0.289], [-5.359, -6.764, 0.005], [-6.697, -6.531, 0.127], [-7.549, -7.246, -0.281], [-6.923, -5.358, 0.782], [-3.514, -5.803, 0.885], [-5.499, -5.174, 2.270], [-5.620, -3.781, 1.177], [-4.522, -4.997, -0.641], [-0.919, 3.304, 1.127], [-0.977, 4.790, 0.884], [-2.108, 5.183, 1.639], [-2.214, 4.298, 2.674], [-2.881, 4.476, 3.640], [-1.453, 3.203, 2.453], [-1.197, 5.078, -0.425], [-1.550, 2.747, 0.437], [0.090, 2.907, 1.080], [-0.100, 5.342, 1.229], [2.052, -5.858, 3.496], [2.961, -6.499, 2.477], [2.312, -7.727, 2.214], [0.975, -7.522, 2.426], [0.117, -8.242, 2.050], [0.773, -6.366, 3.117], [4.192, -6.749, 2.992], [2.287, -6.180, 4.512], [2.068, -4.771, 3.454], [3.067, -5.938, 1.547], [-0.705, 7.978, -2.245], [-0.019, 8.966, -1.338], [1.335, 8.868, -1.745], [1.322, 8.507, -3.067], [2.257, 8.591, -3.788], [0.099, 8.051, -3.429], [-0.116, 8.601, -0.036], [-0.673, 6.965, -1.844], [-1.738, 8.244, -2.457], [-0.359, 9.998, -1.449], [5.009, 1.614, 2.466], [4.038, 2.334, 3.364], [4.554, 3.653, 3.384], [5.199, 3.842, 2.191], [5.518, 4.897, 1.759], [5.411, 2.653, 1.568], [4.053, 1.835, 4.624], [5.879, 1.247, 3.011], [4.550, 0.789, 1.931], [3.010, 2.352, 2.998], [-5.279, 4.616, 5.384], [-5.927, 5.350, 6.530], [-6.977, 4.478, 6.906], [-6.570, 3.211, 6.584], [-7.077, 2.220, 6.990], [-5.503, 3.248, 5.747], [-6.459, 6.535, 6.134], [-5.769, 4.826, 4.433], [-4.224, 4.828, 5.290], [-5.273, 5.520, 7.387], [5.078, 9.788, -1.755], [4.116, 10.504, -0.843], [4.645, 11.818, -0.800], [5.290, 12.020, -1.989], [5.622, 13.079, -2.402], [5.490, 10.841, -2.634], [4.131, 9.982, 0.409], [5.945, 9.404, -1.215], [4.613, 8.975, -2.307], [3.091, 10.537, -1.209]], "forces_ev_per_angstrom": [[0.30, 0.46, -0.54], [-0.95, -0.60, 0.14], [-0.41, 0.64, -0.10], [1.60, 0.69, 0.96], [-0.41, 0.07, -0.58], [-0.44, -0.77, 0.04], [0.49, 0.62, -0.62], [-1.16, 0.29, 2.01], [0.17, -0.17, -0.26], [0.23, -0.05, -0.81], [-0.42, -0.10, -0.36], [1.35, -0.33, 0.23], [-1.24, 0.33, -0.67], [1.04, -0.28, -0.43], [-0.58, 1.70, -0.80], [-0.01, -1.87, 0.05], [0.07, 0.46, 0.55], [-0.46, -0.34, -0.96], [-0.31, -0.88, 1.52], [0.48, 1.45, -0.34], [0.79, -0.52, 1.43], [0.00, -0.29, 0.27], [0.19, 0.32, 0.04], [-0.35, 0.56, -0.68], [-0.64, -0.26, -0.73], [0.41, -0.22, -0.21], [-0.29, -0.20, 0.17], [-0.07, 0.16, 0.09], [0.03, -0.28, 0.13], [0.35, -0.07, -0.05], [0.16, -0.57, -0.25], [0.35, 0.01, 0.05], [-0.09, -0.21, 0.09], [-0.15, -0.03, -0.12], [0.24, -0.27, -0.08], [-0.01, 0.11, 0.19], [0.09, -0.16, -0.11], [-0.14, -0.08, -0.28], [-0.04, 0.30, -0.03], [0.13, 0.10, -0.02], [0.12, -0.30, 0.14], [-0.28, 0.03, 0.00], [-0.15, 0.06, -0.16], [0.20, 0.29, 0.04], [0.20, -0.19, 0.28], [-0.28, -0.09, 0.14], [0.02, 0.20, 0.17], [-0.15, 0.35, 0.13], [0.28, -0.21, 0.10], [-0.32, 0.39, -0.12], [-0.10, -0.20, 0.00], [0.04, 0.02, 0.10], [0.22, -0.13, -0.11], [-0.11, 0.03, 0.09], [0.14, -0.11, -0.06], [-0.19, -0.02, -0.11], [0.15, -0.06, -0.01], [0.23, -0.27, -0.03], [-0.24, -0.02, -0.19], [0.33, -0.10, 0.30], [-0.16, -0.16, 0.13], [0.14, 0.00, -0.25], [-0.06, 0.35, -0.09], [-0.02, 0.09, -0.01], [-0.04, 0.14, -0.08], [-0.03, -0.06, 0.22], [0.00, 0.09, -0.14], [-0.16, 0.37, 0.12], [0.16, -0.29, 0.18], [-0.22, 0.40, -0.11], [-0.29, -0.13, 0.00], [0.08, 0.09, 0.50], [0.27, -0.13, -0.12], [0.03, -0.02, -0.05], [0.15, -0.11, -0.07], [-0.20, -0.02, -0.09], [0.14, -0.01, 0.01], [-0.39, -0.12, -0.21], [0.13, -0.29, 0.31], [-0.33, 0.21, -0.33], [0.16, -0.20, -0.27], [0.01, -0.01, 0.14], [0.19, 0.21, 0.30], [0.05, 0.06, 0.02], [0.09, 0.07, 0.14], [0.08, 0.04, -0.22], [0.00, 0.01, 0.14], [0.03, -0.38, -0.26], [0.27, 0.04, 0.36], [-0.18, -0.10, -0.46], [0.21, 0.15, -0.10], [0.00, -0.06, 0.08], [-0.19, 0.13, 0.28], [-0.06, 0.05, 0.02], [-0.07, 0.10, 0.18], [0.08, 0.16, -0.15], [-0.05, -0.06, 0.12], [0.28, 0.00, -0.02], [-0.40, 0.06, -0.26], [0.42, -0.18, 0.13], [-0.08, -0.26, -0.11], [-0.03, 0.09, -0.04], [-0.23, 0.23, 0.22], [-0.02, 0.03, 0.09], [-0.11, 0.11, 0.08], [0.06, -0.22, 0.05], [-0.04, 0.14, 0.00], [0.03, -0.37, -0.31], [0.22, -0.01, 0.37], [-0.13, -0.09, -0.47], [0.20, 0.12, -0.10], [0.01, -0.05, 0.08], [-0.15, 0.14, 0.29], [-0.08, 0.06, 0.01], [-0.07, 0.09, 0.17], [-0.01, 0.17, -0.21], [-0.04, -0.06, 0.12]], "mulliken_charge": [-1.917, 1.044, -1.546, 0.601, -1.679, -0.820, -0.634, 0.831, -0.359, -0.411, -0.550, -0.665, -0.828, -1.158, 0.863, -0.197, -0.367, 0.555, -0.274, -0.307, 1.463, -0.341, -0.370, -0.307, -0.315, -0.317, 0.341, 0.237, 0.566, 0.042, 0.201, 0.472, 0.376, 0.430, 0.453, 0.283, 0.427, 0.443, 0.018, 0.234, -0.118, 0.237, 0.647, 0.439, 0.344, 0.516, 0.367, -0.399, 0.272, -0.285, 0.604, -0.518, -0.323, -0.247, 0.273, 0.287, 0.346, 0.167, 0.342, -0.333, 0.558, -0.542, -0.305, -0.317, 0.118, -0.099, 0.340, -0.431, 0.358, -0.312, 0.681, -0.471, -0.319, -0.300, 0.278, 0.251, 0.262, -0.237, 0.245, -0.242, 0.616, -0.483, -0.342, -0.246, 0.172, 0.274, 0.254, -0.094, 0.439, -0.326, 0.654, -0.510, -0.308, -0.293, 0.280, 0.006, 0.203, -0.364, 0.371, -0.314, 0.644, -0.507, -0.296, -0.282, 0.222, 0.291, 0.276, -0.399, 0.622, -0.350, 0.604, -0.502, -0.328, -0.297, 0.288, 0.250, 0.120], "total_energy_ha": -5356.63490, "total_charge": -1, "e_homo_ev": -5.33, "gap_ev": 6.30, "molar_mass_g_mol": 1283.43}

{"formula": "C16H36F8N2O22S6Zr", "method": "ωB97M-V/def2-TZVPD", "species": ["Zr", "C", "F", "F", "F", "S", "O", "O", "N", "S", "O", "O", "C", "F", "F", "F", "N", "S", "O", "O", "F", "S", "O", "O", "F", "C", "C", "C", "S", "O", "O", "C", "H", "H", "H", "H", "H", "H", "H", "H", "C", "C", "O", "S", "O", "O", "O", "H", "H", "H", "H", "C", "C", "O", "O", "H", "H", "H", "H", "H", "H", "C", "C", "O", "O", "H", "H", "H", "H", "H", "H", "C", "C", "O", "O", "H", "H", "H", "H", "H", "H", "C", "C", "O", "O", "H", "H", "H", "H", "H", "H"], "xyz": [[-2.870, 1.000, 0.758], [0.952, 0.642, -1.284], [1.192, 1.906, -0.977], [0.030, 0.519, -2.277], [2.137, 0.132, -1.618], [0.245, -0.234, 0.355], [1.047, -1.460, 0.695], [0.293, 0.784, 1.340], [-1.511, -0.429, 0.076], [-1.551, -1.818, -0.682], [-2.947, -2.039, -0.953], [-0.676, -2.103, -1.793], [-1.285, -3.186, 0.736], [-0.164, -3.861, 0.350], [-1.121, -2.589, 1.883], [-2.373, -3.878, 0.934], [-1.744, -0.739, 4.125], [-2.371, -1.492, 5.365], [-2.956, -0.683, 6.414], [-1.895, -2.828, 5.674], [-3.659, -1.899, 4.509], [-0.316, -0.446, 5.092], [0.447, -1.653, 5.451], [-0.280, 0.709, 5.966], [0.781, -0.105, 3.916], [0.861, -1.755, -4.683], [1.107, -0.759, -5.680], [1.912, -1.447, -6.746], [1.241, -3.115, -6.887], [2.361, -3.959, -6.690], [0.369, -3.121, -8.037], [0.292, -3.036, -5.377], [0.262, -1.388, -3.850], [1.851, -1.972, -4.281], [1.711, 0.009, -5.197], [0.185, -0.350, -6.095], [2.950, -1.568, -6.436], [2.147, -0.998, -7.711], [0.425, -3.992, -4.871], [-0.715, -2.927, -5.781], [5.092, 4.564, -1.083], [3.780, 3.829, -0.912], [3.241, 3.593, -2.229], [4.328, 3.983, -3.406], [3.629, 4.627, -4.526], [5.289, 2.956, -3.856], [5.124, 5.082, -2.395], [5.922, 3.859, -1.023], [5.411, 5.201, -0.258], [3.123, 4.173, -0.114], [3.881, 2.773, -0.660], [-1.866, 3.214, -1.216], [-2.737, 2.338, -2.168], [-3.294, 1.279, -1.381], [-1.573, 2.619, 0.106], [-2.224, 4.242, -1.263], [-0.870, 3.363, -1.633], [-2.034, 1.962, -2.912], [-3.578, 2.760, -2.718], [-3.733, 0.693, -2.001], [-1.233, 3.372, 0.595], [-4.760, -1.296, 2.268], [-5.387, -1.343, 0.895], [-4.838, -0.181, 0.070], [-3.442, -0.695, 2.111], [-4.620, -2.316, 2.626], [-5.373, -0.813, 3.029], [-6.473, -1.253, 0.899], [-5.157, -2.219, 0.289], [-5.299, -0.280, -0.766], [-2.995, -0.914, 2.932], [-1.381, 2.688, 3.438], [0.066, 3.187, 3.059], [0.185, 3.731, 1.801], [-1.882, 1.521, 2.732], [-2.246, 3.333, 3.286], [-1.358, 2.387, 4.485], [0.861, 2.447, 3.144], [0.419, 3.829, 3.866], [0.914, 4.356, 1.831], [-1.794, 0.775, 3.330], [2.729, -2.621, 3.547], [3.661, -3.368, 2.571], [4.913, -3.646, 3.195], [2.564, -3.440, 4.622], [1.798, -2.540, 2.987], [3.160, -1.677, 3.881], [3.785, -2.666, 1.746], [3.151, -4.248, 2.179], [4.771, -4.103, 4.028], [1.981, -2.997, 5.244]], "forces_ev_per_angstrom": [[0.75, -3.33, 0.89], [0.94, -0.82, -0.60], [-1.06, -0.14, 0.01], [1.05, 0.57, 1.07], [-1.72, -0.29, 0.25], [4.22, -1.99, 1.78], [-3.30, 3.47, -2.14], [-0.49, 1.01, 0.06], [3.20, 1.97, 0.59], [-2.66, -6.39, -1.96], [-0.76, 0.86, -0.10], [0.06, 1.53, 1.74], [1.96, 0.39, -0.80], [-2.40, 0.43, 0.79], [1.09, 1.05, 0.98], [-0.11, -0.98, -1.53], [4.00, 1.53, 2.18], [-5.28, -4.92, 3.70], [1.56, -0.35, -1.54], [-0.05, 2.58, -0.54], [-1.10, 0.13, -0.69], [7.84, -0.95, -0.86], [-3.17, 2.04, 0.52], [-1.29, -1.27, -1.71], [-1.99, 1.38, -0.31], [-0.63, -2.74, 1.91], [0.36, 2.30, -1.95], [1.43, -0.07, -0.58], [0.11, 2.44, -0.68], [0.70, -1.71, -0.19], [0.10, -0.72, 0.41], [0.02, 0.38, -0.06], [-0.20, -0.30, -0.15], [-0.03, -0.56, 0.37], [-0.17, 0.54, -0.38], [-0.05, 0.27, -0.04], [-0.05, -0.39, 0.72], [-1.19, 0.19, -0.22], [-0.07, 0.23, 0.16], [-0.24, 0.13, 0.55], [1.65, -1.52, 0.48], [0.23, -2.40, 0.25], [0.07, 0.96, -1.30], [1.45, 0.85, -2.74], [0.96, -0.87, 3.25], [-2.40, 1.73, 2.38], [-1.34, -0.31, -1.52], [-0.08, -0.59, -0.15], [-0.82, 1.09, -0.60], [-0.69, 0.91, -0.93], [0.99, 0.10, 0.92], [0.63, 0.80, -2.02], [1.46, 0.43, -0.06], [0.05, 0.19, 0.60], [-2.89, -0.25, -1.50], [-0.56, -0.02, 1.31], [0.00, -0.51, -0.33], [-0.23, -0.56, 0.02], [0.26, 0.88, 0.42], [-0.19, -0.79, 0.08], [1.42, 0.54, 1.56], [-0.68, -0.73, -0.71], [0.02, 0.30, -0.98], [0.31, 0.14, 1.91], [-1.40, 1.14, -1.30], [0.06, 0.03, -0.18], [0.28, 0.52, -0.19], [0.06, 0.26, 0.28], [0.44, -0.03, 0.33], [0.03, 0.28, -0.41], [1.31, -0.13, 0.97], [1.04, 0.80, 0.04], [-0.37, -1.49, 2.03], [-0.77, 1.12, -1.62], [-1.02, 0.35, -2.98], [0.77, 1.06, 0.25], [0.06, 0.16, 0.07], [-0.71, -1.09, 0.12], [-0.74, 0.79, 0.03], [0.02, 0.26, -0.33], [-0.08, -1.79, 0.97], [0.73, -0.66, -1.73], [0.06, 1.09, 1.21], [-0.24, 0.27, -1.03], [-0.39, -1.17, 1.72], [-0.38, 0.71, -0.03], [-0.03, 0.38, -0.48], [0.63, -0.17, -0.21], [0.07, -0.29, 0.16], [-0.34, -0.07, 0.09], [-0.03, -0.21, 0.26]], "mulliken_charge": [1.810, 0.630, -0.173, -0.205, -0.167, 0.352, -0.314, -0.092, 0.092, 0.863, -0.701, -0.460, 0.476, -0.185, 0.006, -0.222, -0.908, 0.974, -0.636, -0.555, -0.340, 0.724, -0.567, -0.563, -0.175, 0.568, -0.636, -0.947, 1.159, -0.639, -0.654, -0.812, -0.654, 0.296, 0.303, 0.351, 0.403, 0.472, 0.467, 0.348, -0.398, -0.076, -0.189, 1.036, -0.521, -0.523, -0.349, 0.314, 0.380, 0.127, 0.223, -0.387, -0.431, -0.312, -0.045, 0.573, 0.251, 0.223, 0.516, 0.313, 0.032, -0.234, -0.765, -0.659, 0.179, 0.362, 0.478, 0.462, 0.380, 0.334, 0.618, -0.743, -0.573, -0.608, -0.206, 0.488, 0.483, 0.311, 0.666, 0.298, 0.191, 0.509, -0.545, -0.550, -0.557, -0.268, 0.233, 0.187, 0.358, 0.343, 0.383], "total_energy_ha": -5630.18268, "total_charge": 2, "e_homo_ev": -13.06, "gap_ev": 3.14, "molar_mass_g_mol": 1044.07}

{"formula": "C9H16OSi", "method": "ωB97M-V/def2-TZVPD", "species": ["C", "C", "C", "C", "C", "C", "C", "C", "C", "O", "Si", "H", "H", "H", "H", "H", "H", "H", "H", "H", "H", "H", "H", "H", "H", "H", "H"], "xyz": [[-3.927, -0.245, -0.138], [-4.835, 0.564, 0.469], [-1.335, 0.058, -0.367], [-3.550, -1.594, -0.405], [-2.586, -0.441, -0.568], [-1.366, 1.649, -0.315], [2.197, -2.237, 0.463], [1.767, 0.594, 1.754], [3.047, 0.284, -1.452], [-0.108, -0.575, -0.309], [2.239, -0.366, 0.162], [-4.704, 1.569, 0.651], [-5.748, 0.077, 0.912], [-3.439, -2.343, 0.419], [-3.605, -2.067, -1.456], [-2.172, 1.860, 0.398], [-1.474, 2.025, -1.239], [-0.378, 1.947, 0.196], [1.378, -2.236, 1.160], [1.851, -2.915, -0.333], [3.128, -2.471, 1.039], [1.179, 1.474, 1.571], [1.127, -0.102, 2.317], [2.563, 0.768, 2.365], [4.139, 0.162, -1.386], [2.695, -0.078, -2.334], [3.010, 1.437, -1.577]], "forces_ev_per_angstrom": [[-1.10, 3.08, 0.57], [-0.38, -4.04, -0.39], [1.58, 1.15, -0.44], [1.70, -3.16, -1.75], [0.99, -0.35, 1.34], [2.28, -3.31, 4.96], [0.63, 1.21, 0.31], [-1.29, -1.78, -1.89], [1.41, 3.55, 3.37], [-0.88, 0.67, 0.02], [-3.87, -0.35, -1.20], [0.45, 2.03, 0.19], [0.90, 0.64, -0.65], [-0.14, 0.66, -0.69], [-0.90, 0.55, 1.77], [0.06, 0.44, -0.51], [-0.44, 1.63, -3.15], [-1.42, -0.04, -1.03], [-0.41, -0.15, 0.60], [0.86, 0.44, 0.09], [-0.67, -0.46, -0.73], [0.01, 0.44, -0.27], [0.03, 0.04, -0.43], [2.39, 0.89, 1.67], [-0.20, -0.50, -0.03], [-1.18, -1.59, -2.28], [-0.41, -1.71, 0.54]], "mulliken_charge": [0.217, -0.935, 0.602, -0.526, -0.246, -0.910, -0.940, -1.031, -1.101, -0.712, 0.798, 0.356, 0.202, 0.213, 0.181, 0.283, 0.311, 0.158, 0.291, 0.365, 0.339, 0.299, 0.260, 0.488, 0.351, 0.390, 0.297], "e_above_lowest_kcal_mol": 90.61, "total_energy_ha": -717.07012, "e_homo_ev": -6.75, "gap_ev": 6.43, "molar_mass_g_mol": 168.31}